# 1
Computed, not measured: a molecular structure, C27H48F12NO8Sr, with ωB97M-V with the def2-TZVPD basis set.

Each line ends with the Mulliken charge.
Positions of all 97 atoms, in Å:
1 C 5.73716 7.17066 6.69810  0.08
2 H 12.64866 -0.07192 8.96497  0.22
3 O 8.80053 2.85010 7.74901  -0.96
4 H 6.89682 7.54450 2.33379  0.46
5 H 4.77824 2.23240 5.34901  -0.02
6 C 11.13009 5.87884 3.14242  0.85
7 O 6.33017 6.26224 7.50664  -0.89
8 H 7.77586 4.72344 -1.39721  0.39
9 C 11.90373 9.67830 5.16101  -1.23
10 O 11.28918 7.40733 5.17143  -0.13
11 H 10.51475 0.94337 3.44562  0.55
12 H 8.24934 -1.21752 8.54199  0.28
13 F 6.83702 9.21685 7.27853  -0.27
14 H 3.48250 1.98066 6.45659  0.47
15 C 13.47304 0.05184 8.26230  -0.48
16 H 12.70396 2.21638 6.13380  0.48
17 H 7.84076 1.25698 8.25852  -0.44
18 C 7.76943 4.89784 -0.32175  -1.20
19 O 6.62510 2.79380 7.52712  -0.25
20 H 10.45633 -1.01554 5.34943  0.29
21 C 12.04649 8.34032 4.40921  -0.28
22 H 12.04720 5.49271 5.07264  -0.05
23 F 5.08906 9.45501 6.03905  -0.28
24 H 6.51687 5.98151 2.94359  -0.05
25 C 11.08984 -0.16428 5.11466  -0.83
26 H 6.85182 5.45297 -0.10270  0.31
27 H 9.44692 -1.29042 9.91644  0.37
28 H 6.14611 8.71029 4.16150  0.33
29 H 10.85247 9.96279 5.14081  0.26
30 F 11.06162 4.55417 2.84857  -0.28
31 C 7.65793 2.32906 8.40080  1.14
32 F 4.90154 8.89630 8.15673  -0.27
33 C 14.55665 -0.94132 8.62479  -0.41
34 C 5.45352 1.96968 7.44095  -0.41
35 C 11.16119 6.05873 4.74620  -0.43
36 H 5.04116 7.36718 3.93283  0.21
37 F 6.48381 2.22451 10.56861  -0.30
38 H 15.33210 -1.06877 7.86640  0.41
39 H 8.52802 5.52908 0.13984  0.18
40 C 10.29922 -1.45936 7.89030  -0.44
41 O 10.14838 5.53428 5.48228  -0.60
42 C 5.61183 8.70281 7.03890  0.63
43 H 6.89877 2.96440 -0.06492  0.30
44 H 11.72232 8.44734 3.37082  0.27
45 H 15.85251 -1.43424 10.37681  0.38
46 C 6.06271 7.62568 4.24308  -0.53
47 H 11.22712 -1.85780 8.31171  0.15
48 H 4.23139 3.49959 6.60202  0.23
49 H 11.94309 -0.44015 4.49865  0.45
50 H 13.75407 1.10190 8.17677  0.45
51 H 12.73364 -1.32312 6.70261  0.44
52 C 7.51485 2.75475 9.89069  0.50
53 C 7.66391 3.57028 0.42759  -0.23
54 H 10.06403 2.94103 5.47277  -0.94
55 H 7.97310 6.84714 3.60701  -0.18
56 H 12.39197 10.47618 4.59866  0.38
57 O 7.09251 3.47275 3.95310  -0.43
58 H 11.49671 2.32612 7.29754  0.41
59 Sr 7.86674 4.64581 6.03091  2.05
60 H 10.74042 0.54458 8.40168  0.67
61 H 8.66368 3.15289 0.25632  0.24
62 C 6.25781 1.72383 2.37741  0.51
63 H 9.56032 0.40503 7.04416  0.44
64 N 11.58634 0.36104 6.50030  0.94
65 C 10.82129 2.23949 5.17008  1.08
66 H 15.84920 0.22138 9.95423  0.31
67 C 12.92496 -0.25801 6.84086  -1.31
68 H 14.13632 -1.93830 8.78545  0.33
69 H 11.38164 2.90476 4.51116  0.11
70 F 6.15556 0.90586 3.45699  -0.24
71 F 10.11839 6.48878 2.52321  -0.24
72 H 10.13722 -2.12710 7.04068  0.32
73 F 7.46767 4.08753 10.12940  -0.24
74 H 4.64794 6.98732 6.60664  -0.02
75 C 15.19820 -0.65355 9.98929  -1.34
76 O 6.44234 7.03192 5.46301  0.15
77 C 10.27774 1.00476 4.50630  -0.42
78 H 8.22705 2.40982 2.64881  -0.16
79 H 13.07237 7.95638 4.38471  0.27
80 H 4.95870 1.87476 8.40940  0.33
81 O 7.26460 3.92554 1.72192  -0.17
82 H 9.22010 0.88393 4.73331  0.12
83 C 4.46133 2.46008 6.36394  -0.91
84 F 8.69358 2.44023 10.51161  -0.27
85 F 12.25587 6.29000 2.48052  -0.32
86 F 6.57908 1.00128 1.27604  -0.31
87 C 10.46237 0.00053 7.50102  -1.02
88 H 5.79358 0.96554 7.16510  0.24
89 F 5.02004 2.16354 2.12610  -0.29
90 C 11.69711 1.84475 6.33887  -1.02
91 H 12.30567 9.48274 6.15176  0.31
92 H 14.33944 -0.53192 10.65087  0.35
93 C 9.17355 -1.64979 8.92374  -1.40
94 H 13.55841 0.11866 6.03933  0.67
95 C 7.25124 2.91515 2.73295  0.03
96 C 6.95053 6.93423 3.24358  -0.25
97 H 8.95160 -2.69361 9.15506  0.42

Summary:
E_LUMO: 1.45 eV
E_HOMO: -4.653 eV
E: -2943.445195 a.u.
net charge: -1

---

# 2
Computed, not measured: 3 unconnected molecules or ions with the total composition C27H48N2O11S2, with ωB97M-V with the def2-TZVPD basis set.

Each line ends with the Mulliken charge.
Positions of all 90 atoms, in Å:
1 H -1.33010 1.17074 -0.86039  0.37
2 H 5.19374 4.12959 4.00315  0.28
3 H 8.05154 -0.54559 -6.22495  0.29
4 C -9.23627 -0.50441 0.99315  0.77
5 C 0.70839 -2.54526 1.18141  -0.69
6 C 2.22578 -3.76338 -0.30817  -0.37
7 H 3.13242 0.77836 2.94579  0.41
8 C -0.53322 0.40761 -1.00828  -0.41
9 H -11.58571 1.36237 2.15299  0.29
10 H -6.17978 -1.52324 1.05894  -0.03
11 O 7.79348 -2.30636 -5.13524  -0.35
12 H 4.45982 1.99107 -1.76627  0.30
13 H 2.06221 3.64212 0.86971  0.36
14 H -4.70761 1.09810 2.39560  0.24
15 O -7.98700 -0.65937 1.44884  -0.34
16 C 4.13506 2.24789 4.33676  -0.88
17 H -11.86941 -1.53145 1.20733  0.31
18 H -7.57399 -2.58006 0.79241  0.38
19 C -3.75936 2.63702 1.22384  -0.93
20 H -4.46162 3.48774 1.08402  0.37
21 S -1.32994 -0.84918 -2.12558  -0.25
22 H 2.18546 1.32515 4.33964  0.25
23 H 9.44787 -1.62641 -6.11258  0.22
24 C 4.20034 1.09355 0.23442  -0.06
25 C 1.87149 1.65544 0.56874  0.11
26 C 8.36647 -1.58860 -6.22772  -0.63
27 C 1.59088 -1.79269 -0.97689  -0.54
28 C 1.48088 -3.71062 0.87897  -0.83
29 H -3.87241 -0.90185 1.24746  0.44
30 H -5.43953 1.28915 0.70068  0.37
31 C 4.61581 -3.06720 -3.88906  0.15
32 H 2.53189 3.74425 3.14748  0.69
33 H 4.36092 3.21182 -0.41008  0.22
34 H -1.76249 -1.50443 0.70015  0.73
35 H 2.82884 -4.68509 -0.46074  0.32
36 O 0.48452 1.13256 -1.76736  -0.47
37 C 0.77801 -1.55259 0.15400  0.03
38 H 2.88278 -4.01451 -4.75183  0.35
39 H 4.73406 1.45167 4.83169  0.37
40 H 1.63282 -0.97057 -1.72064  0.41
41 C 2.11492 2.78178 2.75826  -0.88
42 H -12.00879 -0.99247 2.87093  0.29
43 H 4.68664 3.37081 2.47268  0.14
44 C 4.74949 2.21533 -0.71720  -1.20
45 C -7.19782 -1.56344 0.67661  -0.45
46 C 6.45775 -2.22391 -5.07266  0.77
47 H 5.85298 2.26302 -0.58289  0.47
48 H -13.19115 -0.44988 1.66023  0.36
49 C -11.27266 0.52547 1.52900  -0.18
50 H -0.77155 -0.51233 -3.32412  0.21
51 C 0.76956 0.79242 1.26560  -2.37
52 H 1.03747 2.81421 3.04428  0.34
53 C 5.09979 3.15039 3.48095  -0.81
54 H 3.71651 2.88962 5.14881  0.38
55 C -0.01349 -0.20864 0.32720  3.23
56 C 2.91017 1.67574 3.56101  -0.37
57 O -9.89595 0.27924 1.84854  -0.35
58 O 5.76112 -1.56696 -5.80416  -0.55
59 H 1.27109 0.15697 2.03270  0.26
60 C 3.94986 -3.91357 -4.95471  -1.19
61 C -12.13892 -0.68023 1.83256  -1.09
62 O -2.23798 0.47179 1.24569  -0.23
63 H 4.77203 0.18123 -0.06738  0.42
64 C -3.55688 0.08980 0.85669  -0.46
65 S 1.01212 2.41096 -0.91282  1.41
66 H 4.45362 -3.52355 -2.91441  0.14
67 H 4.48592 1.26457 1.29254  0.11
68 O -9.68564 -1.00474 -0.00618  -0.56
69 H -3.04884 2.67190 0.36887  0.16
70 H 6.11270 2.71111 3.35152  0.32
71 H 4.19391 -2.06163 -3.84921  0.25
72 H 4.06905 -3.47362 -5.94524  0.33
73 H -3.16113 2.82840 2.14017  0.21
74 H 1.49301 -4.56442 1.57490  0.37
75 H 8.09764 -2.06660 -7.16994  0.29
76 H -3.62240 0.07364 -0.26461  0.14
77 C -1.30460 -0.60263 1.16568  -1.95
78 H -0.99142 -0.80084 2.21955  0.20
79 C -4.51669 1.25627 1.30885  -0.39
80 H 0.00716 1.39344 1.80344  0.58
81 N 2.33333 -2.86587 -1.31115  -0.31
82 O 2.82259 0.76253 0.02397  0.04
83 N 2.38338 2.78417 1.31663  0.15
84 H 4.40124 -4.90770 -4.99077  0.32
85 O -0.06918 3.27885 -0.46368  -0.70
86 H 0.15181 -2.48697 2.12373  0.37
87 H -7.18325 -1.27908 -0.37529  0.33
88 O 6.03928 -3.00883 -4.07928  -0.38
89 O 1.90628 3.18865 -1.73625  -0.72
90 H -11.37119 0.84224 0.48896  0.31

Summary:
structure (SMILES): CCCCN[C@@]1(OCC)C[C@](COCCC)(c2cccnc2)[C@H](S)OS1(=O)=O.CCOC(=O)OC.CCOC(=O)OC
E_LUMO: 0.36 eV
E_HOMO: -9.158 eV
E: -2791.039893 a.u.
net charge: 0